Record 1
ORCA calculation (ωB97M-V with the def2-TZVPD basis set) on a 9-piece molecular cluster, C41H82FN3O13PS2 overall.

```
! RIJCOSX wB97M-V def2-TZVPD def2/J DEFGRID3
* xyz 1 1
C -4.854 -4.212 1.340
C -3.905 -2.933 0.829
O -3.682 -2.905 -0.509
O -3.419 -1.923 1.781
C -1.954 -1.674 1.596
C -1.652 -0.236 0.826
C -1.458 -0.591 -0.760
C -0.151 0.179 -1.464
C 1.200 -0.386 -0.764
N 2.525 -0.114 -1.401
C 3.417 0.464 -0.298
C 4.135 -0.572 0.720
C 3.171 -1.318 1.814
S 4.174 -1.704 3.358
C 3.926 -0.285 4.554
S 5.028 1.043 4.429
N 2.873 -0.178 5.633
C 2.275 -1.515 6.013
C 0.782 -1.751 5.298
O 0.621 -1.016 4.034
C 0.715 0.441 4.215
C 1.829 0.876 5.341
C 2.600 0.939 -2.476
C 2.236 2.473 -2.004
F 1.896 0.697 -3.742
P 3.088 -1.637 -2.131
N 1.984 -2.254 -3.198
O 4.559 -1.449 -3.110
O 3.221 -3.004 -1.003
H -5.528 -4.504 0.399
H -5.619 -3.875 2.174
H -4.222 -5.157 1.632
H -1.477 -1.751 2.662
H -1.527 -2.603 0.981
H -0.794 0.393 1.311
H -2.648 0.399 0.950
H -1.327 -1.727 -1.007
H -2.421 -0.191 -1.341
H -0.271 1.317 -1.215
H -0.266 -0.069 -2.623
H 1.121 -0.085 0.389
H 1.068 -1.575 -0.740
H 4.312 1.128 -0.732
H 2.832 1.239 0.401
H 4.851 -1.326 0.133
H 4.898 0.079 1.372
H 2.352 -0.528 2.140
H 2.622 -2.276 1.429
H 2.990 -2.434 5.891
H 2.032 -1.447 7.179
H 0.674 -2.903 5.049
H -0.095 -1.416 6.012
H 1.069 0.908 3.179
H -0.362 0.888 4.406
H 2.298 1.916 4.988
H 1.212 1.139 6.328
H 3.749 0.998 -2.805
H 1.586 2.446 -1.013
H 3.265 2.991 -1.691
H 1.707 3.125 -2.825
H 1.137 -1.652 -3.233
H 4.969 -2.385 -3.069
H 2.289 -3.387 -0.832
C 0.201 1.779 -6.449
C -1.202 1.816 -5.905
O -1.425 2.115 -4.733
C -2.322 1.475 -6.851
H 0.905 2.047 -5.654
H 0.437 0.771 -6.799
H 0.303 2.499 -7.265
H -2.199 0.453 -7.220
H -2.333 2.182 -7.685
H -3.278 1.544 -6.322
C -5.114 4.961 -4.406
C -3.774 5.637 -4.292
O -3.680 6.819 -3.965
C -2.552 4.811 -4.594
H -5.904 5.678 -4.160
H -5.267 4.610 -5.430
H -5.169 4.125 -3.705
H -2.591 4.453 -5.626
H -2.493 3.968 -3.901
H -1.656 5.429 -4.471
C 1.194 7.942 -7.625
C -0.052 7.356 -7.018
O -0.396 6.200 -7.257
C -0.860 8.239 -6.105
H 1.676 7.191 -8.261
H 0.936 8.807 -8.241
H 1.892 8.231 -6.836
H -1.210 9.118 -6.653
H -0.254 8.542 -5.248
H -1.731 7.684 -5.740
C -2.830 -6.685 -1.601
C -3.530 -7.330 -0.435
O -3.903 -6.668 0.531
C -3.755 -8.818 -0.497
H -2.736 -5.610 -1.419
H -1.829 -7.109 -1.715
H -3.412 -6.836 -2.514
H -2.795 -9.336 -0.562
H -4.379 -9.063 -1.361
H -4.270 -9.145 0.412
C -3.204 2.681 5.240
C -2.619 2.840 3.863
O -1.931 1.956 3.355
C -2.906 4.124 3.131
H -2.914 1.706 5.647
H -2.821 3.463 5.900
H -4.295 2.727 5.188
H -2.510 4.971 3.697
H -3.983 4.235 2.985
H -2.420 4.099 2.150
C 1.698 -5.571 2.674
C 0.295 -5.534 3.217
O 0.072 -5.235 4.390
C -0.825 -5.875 2.271
H 2.403 -5.303 3.468
H 1.934 -6.579 2.323
H 1.800 -4.851 1.858
H -0.702 -6.897 1.903
H -0.835 -5.168 1.438
H -1.781 -5.806 2.801
C 6.097 -7.127 -0.930
C 4.704 -7.066 -0.363
O 4.349 -7.823 0.539
C 3.764 -6.043 -0.941
H 6.664 -7.911 -0.417
H 6.054 -7.366 -1.996
H 6.604 -6.171 -0.775
H 3.617 -6.234 -2.007
H 4.166 -5.039 -0.787
H 2.795 -6.114 -0.436
C -0.466 8.072 6.513
C -0.775 6.734 5.896
O -1.614 6.621 5.004
C -0.016 5.540 6.411
H -1.088 8.840 6.043
H -0.688 8.047 7.583
H 0.585 8.323 6.348
H -0.218 5.403 7.476
H 1.055 5.679 6.242
H -0.342 4.643 5.874
*
```

***

Record 2
ORCA calculation (ωB97M-V with the def2-TZVPD basis set) on a 2-piece molecular cluster, C28H33N2O overall.

```
! RIJCOSX wB97M-V def2-TZVPD def2/J DEFGRID3
* xyz 1 1
C 5.503 1.319 2.214
C 4.495 0.450 1.524
C 4.485 0.390 0.125
C 3.650 -0.498 -0.530
C 2.609 -1.199 0.154
C 1.577 -1.856 -0.591
C 0.509 -2.622 -0.033
C 0.076 -3.820 -0.677
C -0.708 -4.728 0.003
C -1.243 -4.415 1.259
C -2.100 -5.422 1.956
C -1.035 -3.132 1.791
C -0.183 -2.242 1.154
C 2.669 -1.156 1.583
C 3.584 -0.341 2.242
H 5.215 1.510 3.252
H 6.505 0.863 2.230
H 5.596 2.278 1.690
H 5.169 1.037 -0.438
H 3.784 -0.660 -1.598
H 1.796 -2.036 -1.646
H 0.428 -4.037 -1.690
H -0.966 -5.692 -0.450
H -2.249 -5.156 3.005
H -3.089 -5.489 1.480
H -1.648 -6.421 1.916
H -1.538 -2.858 2.724
H -0.013 -1.250 1.580
H 1.989 -1.774 2.169
H 3.598 -0.292 3.335
C -0.162 3.393 -2.987
N -0.565 2.014 -2.820
C 0.244 1.046 -2.097
C 1.558 0.823 -2.834
C 0.478 1.470 -0.645
N -0.598 -0.123 -2.170
C -1.456 -0.080 -3.308
C -2.889 -0.546 -3.052
C -3.019 -2.014 -2.729
C -2.896 -2.968 -3.744
C -3.067 -4.324 -3.452
C -3.397 -4.719 -2.150
C -3.556 -3.759 -1.147
C -3.317 -2.415 -1.423
C -1.440 1.409 -3.688
O -2.100 1.946 -4.570
H -0.774 3.855 -3.764
H -0.291 3.938 -2.043
H 0.900 3.463 -3.266
H 1.355 0.652 -3.897
H 2.206 1.697 -2.710
H 2.059 -0.058 -2.432
H -0.486 1.726 -0.189
H 0.922 0.644 -0.085
H 1.155 2.328 -0.609
H -0.240 -1.014 -1.852
H -1.030 -0.654 -4.156
H -3.316 0.051 -2.230
H -3.437 -0.322 -3.981
H -2.671 -2.632 -4.761
H -2.956 -5.068 -4.241
H -3.526 -5.779 -1.913
H -3.851 -4.053 -0.138
H -3.357 -1.660 -0.632
*
```

For the relative energy (zero: lowest compared OMol25 entry of this formula, charge and spin), the calculation gives 0.0 kcal/mol.

***

Record 3
ORCA calculation (ωB97M-V with the def2-TZVPD basis set) on C35H38N5O6PSSe2Sr as an isolated structure.

```
! RIJCOSX wB97M-V def2-TZVPD def2/J DEFGRID3
* xyz -2 1
Sr -0.554 3.115 0.380
N 0.878 4.814 -1.540
C 2.045 4.022 -1.989
C 1.900 2.560 -1.526
O 1.720 1.733 -2.450
N 1.855 2.234 -0.244
C 2.464 3.129 0.729
C 2.027 2.780 2.166
O 2.915 2.642 3.015
O 0.771 2.711 2.337
H 0.801 5.671 -2.075
H 1.054 5.162 -0.602
H 3.009 4.454 -1.688
H 2.009 3.974 -3.076
H 2.189 4.200 0.600
H 3.554 3.072 0.663
O -4.551 4.377 2.725
C -5.349 4.384 1.565
C -5.009 3.311 0.517
C -6.324 3.098 -0.254
O -6.221 2.245 -1.390
C -3.959 3.792 -0.507
Se -2.686 5.245 0.006
C -4.687 1.956 1.177
Se -2.865 1.550 1.818
H -3.627 4.307 2.440
H -5.313 5.366 1.077
H -6.376 4.215 1.915
H -6.713 4.081 -0.561
H -7.062 2.632 0.404
H -5.364 2.415 -1.798
H -4.474 4.211 -1.376
H -3.376 2.931 -0.851
H -4.957 1.166 0.478
H -5.330 1.860 2.053
O -1.843 -1.498 2.363
N -0.796 -1.246 3.200
C 0.046 -2.203 3.279
C 0.016 -3.521 2.592
C -1.199 -4.191 2.421
C -1.250 -5.423 1.796
C -0.087 -6.002 1.304
C 1.119 -5.346 1.457
C 1.202 -4.118 2.108
P 2.785 -3.178 2.235
C 2.910 -2.656 0.482
C 3.313 -3.500 -0.554
C 3.281 -3.058 -1.866
C 2.846 -1.770 -2.159
C 2.463 -0.914 -1.141
C 2.502 -1.361 0.178
C 4.021 -4.533 2.335
C 3.792 -5.721 3.031
C 4.803 -6.658 3.203
C 6.067 -6.426 2.684
C 6.313 -5.243 1.999
C 5.306 -4.307 1.833
H -2.322 -0.620 2.289
H 0.892 -1.983 3.920
H -2.104 -3.721 2.776
H -2.202 -5.925 1.676
H -0.124 -6.955 0.791
H 2.020 -5.793 1.057
H 3.655 -4.505 -0.338
H 3.598 -3.721 -2.663
H 2.819 -1.424 -3.185
H 2.152 0.102 -1.359
H 2.220 -0.675 0.960
H 2.811 -5.919 3.443
H 4.597 -7.573 3.745
H 6.855 -7.158 2.813
H 7.298 -5.045 1.592
H 5.513 -3.387 1.298
N -1.121 -0.371 -0.665
C -1.054 0.371 -1.784
N -1.372 1.632 -1.836
C -1.382 2.100 -3.131
C -1.689 3.407 -3.499
C -1.612 3.749 -4.839
C -1.227 2.817 -5.806
C -0.915 1.515 -5.446
C -1.007 1.167 -4.109
S -0.694 -0.369 -3.342
H -1.569 0.064 0.149
H -0.469 -1.125 -0.515
H -1.955 4.131 -2.734
H -1.845 4.765 -5.138
H -1.167 3.113 -6.846
H -0.605 0.790 -6.188
*
```

For the relative energy (zero: lowest compared OMol25 entry of this formula, charge and spin), the calculation gives 27.6 kcal/mol.

***

Record 4
ORCA calculation (ωB97M-V with the def2-TZVPD basis set) on one molecule with the formula C6H7Cl.

```
! RIJCOSX wB97M-V def2-TZVPD def2/J DEFGRID3
* xyz 0 1
C 0.731 1.341 0.293
C -0.565 1.702 0.319
C -0.250 -0.153 -1.359
C 0.494 -0.143 -0.089
C -1.090 0.379 -0.191
C 0.745 -1.394 0.603
Cl -2.450 -0.326 0.610
H 1.649 1.714 0.830
H -0.954 2.675 0.326
H 0.025 0.441 -2.198
H -0.723 -1.083 -1.643
H 0.551 -2.293 -0.017
H 0.077 -1.337 1.525
H 1.759 -1.521 0.990
*
```

Its SMILES is C[C@]12C=C[C@]1(Cl)C2. For the relative energy (zero: lowest compared OMol25 entry of this formula, charge and spin), the calculation gives 66.2 kcal/mol.

***

Record 5
ORCA calculation (ωB97M-V with the def2-TZVPD basis set) on an isolated ion of composition C5H11N4O2 and charge +1.

```
! RIJCOSX wB97M-V def2-TZVPD def2/J DEFGRID3
* xyz 1 1
C -0.063 1.004 -1.222
C -1.213 0.441 -0.837
C 1.161 0.881 -0.476
C 0.565 -1.250 0.829
C -1.414 -0.134 2.050
N 1.356 -0.069 0.393
N 0.902 -2.234 -0.060
N -0.889 -0.816 0.865
N -0.155 2.022 -2.247
O -2.378 0.336 -0.925
O 2.194 1.632 -0.809
H 0.805 -1.551 1.969
H -0.608 0.092 2.809
H -1.786 0.765 1.609
H -2.402 -0.652 2.554
H 2.258 -0.069 0.683
H 0.566 -2.322 -0.930
H 1.687 -2.829 0.183
H -1.476 -1.520 0.408
H 0.152 1.680 -3.101
H -1.121 2.289 -2.269
H 1.860 2.303 -1.477
*
```

Its SMILES is CN[C@@H](N)/[NH+]=C(/O)C(N)=C=O. For the relative energy (zero: lowest compared OMol25 entry of this formula, charge and spin), the calculation gives 43.9 kcal/mol.

***

Record 6
ORCA calculation (ωB97M-V with the def2-TZVPD basis set) on a 2-piece molecular cluster, C4H13NO overall.

```
! RIJCOSX wB97M-V def2-TZVPD def2/J DEFGRID3
* xyz 0 1
C -1.412 -0.070 0.223
C -0.355 -1.095 -0.277
C 0.831 -0.469 -1.018
C 0.675 0.944 -1.572
N 0.787 1.984 -0.573
H -2.318 -0.600 0.534
H -1.060 0.435 1.119
H -1.810 0.601 -0.523
H -0.891 -1.764 -0.943
H -0.087 -1.595 0.646
H 1.095 -1.123 -1.851
H 1.714 -0.483 -0.382
H 1.372 1.134 -2.388
H -0.321 1.006 -2.033
H -0.020 2.383 -0.131
H 1.548 2.628 -0.635
H 0.265 -1.730 3.884
H 0.309 -0.825 2.707
O -0.322 -1.360 3.215
*
```

Its SMILES is CCCCN.O. For the relative energy (zero: lowest compared OMol25 entry of this formula, charge and spin), the calculation gives 17.1 kcal/mol.

***

Record 7
ORCA calculation (ωB97M-V with the def2-TZVPD basis set) on C24H71N5O9 as an isolated structure.

```
! RIJCOSX wB97M-V def2-TZVPD def2/J DEFGRID3
* xyz 0 1
C 2.677 -1.063 -3.870
O 2.295 -0.038 -4.837
H 1.901 -1.826 -3.920
H 3.614 -1.496 -4.220
H 2.669 -0.689 -2.846
H 2.293 -0.377 -5.735
C -2.798 -0.154 3.061
O -3.608 0.241 1.996
H -3.260 -0.860 3.752
H -1.984 -0.576 2.472
H -2.357 0.725 3.531
H -3.931 -0.566 1.588
C 2.913 2.419 0.161
O 3.204 1.129 0.625
H 1.851 2.498 -0.069
H 3.047 3.188 0.922
H 3.483 2.739 -0.711
H 2.902 0.605 -0.121
C 4.854 1.388 -2.401
O 4.111 0.504 -3.173
H 4.361 2.346 -2.242
H 5.034 0.974 -1.409
H 5.708 1.836 -2.909
H 3.862 1.007 -3.952
C -3.476 -3.048 2.412
C -3.289 -2.311 1.050
C -3.474 -3.220 -0.288
O -2.929 -2.649 -1.467
C -1.498 -2.593 -1.496
N -4.296 -1.251 0.987
H -2.776 -3.870 2.562
H -4.508 -3.338 2.611
H -3.242 -2.348 3.214
H -2.293 -1.874 1.120
H -4.523 -3.417 -0.509
H -2.928 -4.146 -0.109
H -1.176 -2.322 -2.501
H -1.005 -3.526 -1.225
H -1.267 -1.854 -0.728
H -4.304 -0.993 0.010
H -5.069 -1.893 1.083
C 0.883 2.065 -4.983
C 2.133 2.575 -4.396
C 2.119 2.931 -2.905
O 1.143 3.989 -2.636
C 0.406 3.828 -1.409
N 3.243 1.671 -4.741
H 0.127 2.836 -4.830
H 0.500 1.266 -4.349
H 0.981 1.742 -6.019
H 2.456 3.516 -4.839
H 3.103 3.099 -2.468
H 1.710 2.026 -2.455
H -0.646 4.029 -1.610
H 0.483 4.418 -0.495
H 0.473 2.791 -1.079
H 2.828 0.751 -4.696
H 3.344 1.661 -5.746
C -2.187 2.043 -1.826
C -2.110 1.491 -0.412
C -2.441 2.571 0.695
O -1.690 2.315 1.946
C -2.282 2.798 3.166
N -2.992 0.335 -0.314
H -3.041 2.719 -1.861
H -2.217 1.339 -2.657
H -1.338 2.683 -2.067
H -1.129 1.121 -0.113
H -3.521 2.511 0.829
H -2.175 3.580 0.380
H -3.266 2.328 3.155
H -2.220 3.884 3.231
H -1.857 2.272 4.021
H -3.969 0.589 -0.283
H -2.801 0.047 0.636
C -1.875 -3.115 4.925
C -0.714 -2.192 4.668
C 0.144 -2.679 3.479
O 1.335 -1.970 3.217
C 2.219 -1.893 4.372
N -1.211 -0.854 4.243
H -1.563 -4.078 5.331
H -2.397 -3.318 3.990
H -2.594 -2.612 5.571
H -0.208 -1.929 5.597
H -0.301 -2.852 2.499
H 0.446 -3.692 3.745
H 1.686 -1.593 5.275
H 3.075 -1.255 4.152
H 2.615 -2.881 4.603
H -0.915 -0.645 3.300
H -0.636 -0.162 4.702
C 3.186 -1.215 -0.838
C 1.949 -0.287 -1.161
C 0.970 -0.063 0.037
O 0.246 -1.310 0.122
C -0.285 -1.613 1.382
N 2.484 0.876 -1.709
H 4.037 -1.266 -1.516
H 2.790 -2.207 -0.622
H 3.670 -0.800 0.046
H 1.377 -0.851 -1.898
H 0.105 0.593 -0.066
H 1.504 0.182 0.955
H -0.923 -2.487 1.251
H -0.896 -0.814 1.804
H 0.581 -1.889 1.983
H 1.933 1.118 -2.520
H 3.331 0.632 -2.202
*
```

For the relative energy (zero: lowest compared OMol25 entry of this formula, charge and spin), the calculation gives 714.4 kcal/mol.

***

Record 8
ORCA calculation (ωB97M-V with the def2-TZVPD basis set) on one molecule with the formula C4H6N2O.

```
! RIJCOSX wB97M-V def2-TZVPD def2/J DEFGRID3
* xyz 0 1
C -1.965 -0.712 -0.320
C -1.975 0.707 -0.440
C -0.642 -1.007 0.071
C 1.324 0.378 0.432
N -0.857 1.265 -0.144
N -0.043 0.218 0.166
O 2.066 -0.045 -0.741
H -2.780 -1.327 -0.251
H -2.736 1.347 -0.795
H -0.013 -1.831 0.331
H 1.505 1.498 0.623
H 1.671 -0.472 1.062
H 2.039 0.714 -1.303
*
```

Its SMILES is OCn1cccn1. For the relative energy (zero: lowest compared OMol25 entry of this formula, charge and spin), the calculation gives 46.7 kcal/mol.

***

Record 9
ORCA calculation (ωB97M-V with the def2-TZVPD basis set) on one molecule with the formula C7H13NO.

```
! RIJCOSX wB97M-V def2-TZVPD def2/J DEFGRID3
* xyz 0 1
C -0.415 1.349 0.109
C 0.459 -0.663 -1.222
C -0.592 2.227 -1.136
C 1.907 -1.160 1.429
C -0.651 -0.192 -0.325
C 1.107 -2.089 0.577
C -1.792 -0.801 -0.008
O -1.291 1.741 1.134
N 0.604 -1.947 -0.586
H -2.194 1.615 0.809
H 0.585 1.522 0.522
H 1.366 -0.053 -1.160
H 0.105 -0.802 -2.247
H 0.994 -3.092 0.982
H -1.550 2.016 -1.611
H -0.568 3.280 -0.858
H 0.195 2.042 -1.863
H -1.859 -1.874 0.061
H -2.658 -0.290 0.379
H 2.195 -0.266 0.880
H 1.291 -0.871 2.284
H 2.760 -1.690 1.853
*
```

Its SMILES is C=C(C/N=C\C)[C@@H](C)O. For the relative energy (zero: lowest compared OMol25 entry of this formula, charge and spin), the calculation gives 63.8 kcal/mol.

***

Number 1: total energy -108593.074 eV. Number 2: total energy -34592.888 eV. Number 3: total energy -208304.290 eV. Number 4: total energy -18854.190 eV. Number 5: total energy -15410.318 eV. Number 6: total energy -7895.920 eV. Number 7: total energy -51884.831 eV. Number 8: total energy -9271.475 eV. Number 9: total energy -11004.986 eV.